Below is a structure of composition C39H33GeN7O4SW in a non-equilibrium geometry, with properties calculated with ωB97M-V/def2-TZVPD.

Cartesian coordinates (Å):
1 W -1.2845 -0.2267 0.6168
2 O 1.9751 2.5332 0.5006
3 C 1.1393 1.6155 0.8249
4 O 0.6907 0.7572 -0.0255
5 C 0.7013 1.5048 2.1753
6 C 1.2525 2.1280 3.2977
7 C 0.7849 1.7695 4.5469
8 C -0.1942 0.7800 4.6609
9 C -0.7038 0.2207 3.5048
10 N -0.2957 0.6009 2.2885
11 C -1.7204 -0.8960 3.3981
12 O -2.4542 -1.2256 4.2794
13 O -1.6577 -1.4158 2.1799
14 H 2.3480 2.4204 -0.3949
15 H 2.0513 2.8464 3.1666
16 H 1.1903 2.2315 5.4371
17 H -0.5555 0.4483 5.6258
18 C -4.1171 -0.5423 -1.2961
19 C -3.5194 -0.8746 0.0655
20 N -3.4504 -2.1204 0.5080
21 N -3.1508 -3.1267 -0.3555
22 C -2.1059 -3.1621 -1.1828
23 N -1.8128 -4.2889 -1.8207
24 S -1.0783 -1.8004 -1.4061
25 C -3.9342 0.0465 1.1844
26 C -5.1566 0.0651 1.8177
27 C -5.3653 1.0294 2.7957
28 C -4.3320 1.9048 3.1151
29 C -3.1164 1.7850 2.4754
30 N -2.9175 0.8729 1.5079
31 H -3.5360 -0.9266 -2.1309
32 H -4.2490 0.5272 -1.4207
33 H -5.1085 -0.9989 -1.3399
34 H -3.5617 -4.0031 -0.0558
35 H -2.4249 -5.0927 -1.8133
36 H -1.0694 -4.2827 -2.4993
37 H -5.9165 -0.6568 1.5523
38 H -6.3201 1.1030 3.2990
39 H -4.4644 2.6665 3.8705
40 H -2.2886 2.4391 2.7193
41 C 2.1181 -4.0569 2.1406
42 C 1.0042 -3.2403 1.9774
43 C 1.0910 -2.1635 1.1162
44 C 2.2557 -1.8743 0.4217
45 C 3.3719 -2.6937 0.6018
46 C 3.2958 -3.7831 1.4575
47 Ge 2.4427 -0.3669 -0.8104
48 C 2.1798 -0.7998 -2.6937
49 C 2.1085 -2.1601 -2.9931
50 C 2.1464 -2.5718 -4.3150
51 C 2.2464 -1.6325 -5.3351
52 C 2.3227 -0.2787 -5.0328
53 C 2.2951 0.1448 -3.7140
54 C 3.7705 0.9409 -0.2416
55 C 4.1980 1.9804 -1.0752
56 C 5.2144 2.8238 -0.6541
57 C 5.8112 2.6287 0.5859
58 C 5.3897 1.5939 1.4131
59 C 4.3637 0.7545 1.0086
60 H 2.0628 -4.9058 2.8089
61 H 0.0868 -3.4423 2.5147
62 H 0.2095 -1.5057 0.9743
63 H 4.2943 -2.4762 0.0736
64 H 4.1633 -4.4145 1.5958
65 H 2.0455 -2.8916 -2.1954
66 H 2.1228 -3.6280 -4.5510
67 H 2.2711 -1.9531 -6.3679
68 H 2.4319 0.4466 -5.8283
69 H 2.3679 1.2020 -3.4894
70 H 3.7631 2.1190 -2.0584
71 H 5.5540 3.6229 -1.2995
72 H 6.6156 3.2767 0.9072
73 H 5.8703 1.4349 2.3693
74 H 4.0462 -0.0570 1.6543
75 N -4.7909 4.8447 -1.7334
76 C -3.8863 4.1476 -1.8520
77 C -2.8019 3.2234 -1.9989
78 C -2.0226 3.1786 -3.1504
79 C -1.0747 2.1727 -3.2295
80 C -0.9496 1.2663 -2.1968
81 N -1.6646 1.3229 -1.0508
82 C -2.5696 2.3094 -0.9804
83 H -2.1776 3.8894 -3.9510
84 H -0.4472 2.0734 -4.1045
85 H -0.2655 0.4398 -2.3121
86 H -3.1522 2.4031 -0.0791

Cartesian forces, eV/Å:
-0.6 -0.1 -0.5
-1.2 0.4 0.8
0.1 0.5 -0.9
0.4 0.2 0.4
-0.4 0.0 1.2
0.2 -0.1 -0.8
-0.3 -0.3 0.4
0.4 0.3 0.0
-0.2 -0.2 -0.4
0.2 0.6 0.4
0.1 0.2 0.3
0.1 0.0 0.0
0.2 -0.4 0.2
0.2 0.2 -0.1
0.0 0.0 0.0
0.0 0.0 0.0
0.0 0.0 0.0
0.3 0.0 -0.1
-1.3 -0.2 -0.2
0.1 0.2 0.5
-0.3 -0.1 -0.4
0.3 0.3 0.1
-0.2 0.0 -0.1
0.1 0.1 -0.1
0.1 0.1 -0.2
0.0 0.1 0.1
0.1 -0.1 -0.1
0.0 0.0 0.0
0.1 0.2 0.0
-0.7 -0.4 0.0
0.0 0.1 0.0
0.0 0.0 0.0
0.0 0.0 0.1
0.1 -0.1 0.1
0.0 0.0 0.0
0.1 0.0 0.0
0.0 0.0 0.0
0.0 0.0 0.0
0.0 0.0 0.0
0.0 0.0 0.0
0.0 0.0 0.0
-0.1 0.0 0.0
-0.1 0.3 -0.2
0.1 0.5 -0.3
-0.1 0.1 -0.1
0.1 -0.1 0.0
0.5 -0.9 -0.4
0.1 0.4 0.9
0.0 0.0 0.1
0.0 -0.1 -0.1
0.0 -0.1 0.1
0.0 0.2 -0.1
0.0 0.0 -0.1
0.1 -1.0 -0.5
0.3 -0.2 -0.1
0.0 0.1 0.0
0.0 -0.1 0.1
0.0 0.1 0.0
0.0 -0.1 -0.1
0.0 0.0 0.0
0.0 0.0 0.0
1.1 -1.0 0.3
0.0 -0.1 0.1
0.0 0.0 0.0
0.0 0.0 0.0
0.0 0.0 0.0
0.0 0.0 0.0
0.0 0.0 0.0
0.0 0.0 -0.1
0.1 0.0 -0.1
0.0 0.0 0.0
0.0 0.0 0.0
0.0 0.0 0.0
0.0 0.0 0.0
0.1 0.0 0.0
-0.1 0.2 0.1
0.1 -0.1 -0.2
-0.1 -0.1 0.1
0.0 0.1 -0.1
-0.1 -0.1 0.0
0.1 0.3 -0.4
0.1 0.1 0.2
0.0 0.0 0.0
0.0 -0.1 0.0
0.1 0.0 0.0
0.0 -0.1 0.0

Results
HOMO energy (alpha / beta), Ha: -0.5655 / -0.5651
Charge: +3
Energy above the lowest of the compared OMol25 structures with the same formula, charge and spin, kcal per mole: 86.64
DFT total energy, eV: -128750.302
Gap between HOMO and LUMO (alpha / beta), eV: 5.5 / 5.6
2S+1: 2
⟨S²⟩: 0.902
LUMO (alpha / beta), eV: -9.85 / -9.79

Below is a structure of composition C39H34BrGaO13PS in a non-equilibrium geometry, with properties calculated with ωB97M-V/def2-TZVPD.

Cartesian coordinates (Å):
1 C 4.4394 -4.7306 -6.8871
2 C 3.0471 -4.3958 -6.3235
3 S 2.2883 -5.6988 -5.2877
4 C 2.5555 -7.2876 -6.1850
5 Ga 2.1164 -7.1738 -8.2140
6 P 3.7933 -8.4180 -9.3727
7 O 5.0182 -7.2758 -9.6687
8 Br 2.8770 -8.9642 -11.3958
9 H 4.5785 -4.2407 -7.8476
10 H 5.1779 -4.4023 -6.1511
11 H 4.6075 -5.7942 -7.0374
12 H 3.1506 -3.5215 -5.6726
13 H 2.3582 -4.1111 -7.1074
14 H 3.5927 -7.5976 -6.0136
15 H 1.9242 -8.0712 -5.7685
16 H 2.2180 -5.6703 -8.7948
17 H 0.6461 -7.7598 -8.4677
18 H 5.8266 -7.6568 -9.3599
19 C -0.3560 -0.2541 -7.5781
20 C 0.5330 -1.0351 -8.1901
21 C 1.9042 -1.1993 -7.6551
22 O 2.7094 -1.9184 -8.2004
23 C 2.2465 -0.4731 -6.4130
24 C 1.3552 0.2994 -5.7965
25 C -0.0130 0.4706 -6.3333
26 O -0.8281 1.1744 -5.7688
27 H -1.3628 -0.1196 -7.9525
28 H 0.3001 -1.5813 -9.0953
29 H 3.2500 -0.6150 -6.0323
30 H 1.5884 0.8253 -4.8818
31 C 2.8231 1.1793 -1.2611
32 C 2.3441 1.4096 -0.0405
33 C 1.6391 2.6697 0.2809
34 O 1.2015 2.8803 1.3946
35 C 1.4840 3.6665 -0.8027
36 C 1.9625 3.4380 -2.0238
37 C 2.6681 2.1763 -2.3448
38 O 3.1005 1.9618 -3.4571
39 H 3.3381 0.2617 -1.5175
40 H 2.4456 0.6935 0.7647
41 H 0.9638 4.5806 -0.5464
42 H 1.8587 4.1525 -2.8303
43 C -0.2767 -3.2023 0.2849
44 C 0.6651 -2.3418 -0.0944
45 C 1.4177 -2.5353 -1.3558
46 O 2.2769 -1.7461 -1.6968
47 C 1.0826 -3.7201 -2.1793
48 C 0.1396 -4.5804 -1.7995
49 C -0.6118 -4.3873 -0.5395
50 O -1.4733 -5.1670 -0.1891
51 H -0.8375 -3.0790 1.2029
52 H 0.9228 -1.4698 0.4939
53 H 1.6402 -3.8480 -3.0983
54 H -0.1172 -5.4511 -2.3895
55 C 3.3171 2.4807 7.1939
56 C 4.1428 2.5072 6.1494
57 C 3.6312 2.3864 4.7640
58 O 4.3837 2.4083 3.8136
59 C 2.1691 2.2367 4.5834
60 C 1.3463 2.2100 5.6298
61 C 1.8551 2.3307 7.0123
62 O 1.1011 2.3079 7.9646
63 H 3.6700 2.5664 8.2136
64 H 5.2140 2.6164 6.2608
65 H 1.8127 2.1513 3.5641
66 H 0.2769 2.1006 5.5160
67 C -5.1923 1.6994 4.8262
68 C -4.2920 0.9476 4.1954
69 C -2.9240 0.7761 4.7355
70 O -2.1017 0.0944 4.1625
71 C -2.5950 1.4694 6.0014
72 C -3.4944 2.2214 6.6322
73 C -4.8621 2.3924 6.0922
74 O -5.6848 3.0761 6.6669
75 H -6.1970 1.8385 4.4485
76 H -4.5136 0.4328 3.2695
77 H -1.5913 1.3293 6.3813
78 H -3.2711 2.7364 7.5579
79 C -7.9321 7.4084 10.1584
80 C -8.0460 8.1189 9.0381
81 C -7.4882 7.6261 7.7575
82 O -7.5908 8.2752 6.7378
83 C -6.8014 6.3150 7.7689
84 C -6.6872 5.6042 8.8891
85 C -7.2446 6.0964 10.1691
86 O -7.1437 5.4502 11.1908
87 H -8.3320 7.7508 11.1043
88 H -8.5451 9.0790 9.0094
89 H -6.4013 5.9704 6.8241
90 H -6.1881 4.6439 8.9143

Cartesian forces, eV/Å:
-0.3 0.1 0.5
0.2 -0.3 -0.2
0.0 -0.4 0.2
0.6 0.5 -0.8
-0.5 0.7 -0.1
0.7 -0.4 0.6
-1.5 0.3 -0.2
0.1 0.3 0.0
0.1 0.1 0.0
0.2 0.1 -0.2
-0.2 -0.1 -0.1
-0.2 -0.2 0.2
0.0 -0.2 -0.2
-0.1 0.0 0.1
-0.2 0.3 0.3
0.0 -0.2 0.1
0.2 -0.2 0.0
0.7 -0.5 0.0
0.1 -0.1 -0.1
-0.2 0.1 0.0
0.1 -0.2 0.0
0.1 0.1 -0.2
0.0 0.1 0.2
0.1 -0.1 0.0
-0.1 0.0 0.1
0.0 0.0 0.0
0.0 0.0 0.0
0.1 0.0 0.0
0.0 0.0 0.0
0.0 0.1 0.0
0.1 -0.1 0.2
0.0 0.0 -0.1
0.0 -0.1 0.1
-0.1 0.1 0.1
0.0 0.1 -0.2
-0.1 0.2 0.1
0.0 -0.1 0.0
0.0 0.1 -0.1
-0.1 0.1 0.0
0.0 0.0 0.0
0.0 0.0 0.0
0.0 0.0 0.0
0.1 0.2 0.1
-0.1 0.0 0.1
0.0 -0.1 -0.1
0.0 -0.1 0.0
0.0 0.0 -0.1
0.1 0.0 -0.1
-0.1 -0.2 -0.1
0.0 0.1 0.0
0.0 0.0 0.0
0.0 0.0 0.0
0.0 -0.1 0.0
0.0 0.0 0.0
0.2 0.0 -0.1
0.0 0.0 0.2
0.1 0.0 -0.1
0.0 0.0 0.0
-0.2 -0.1 0.0
0.1 0.0 -0.2
-0.2 0.0 0.1
0.0 0.0 0.0
0.0 0.0 0.0
0.0 0.0 0.0
0.0 0.1 0.0
0.0 0.0 0.0
0.0 -0.1 -0.2
-0.2 0.1 0.0
0.1 -0.1 -0.1
0.0 0.0 0.0
0.0 0.1 0.2
0.2 -0.1 0.0
-0.1 0.1 0.1
0.0 0.1 0.0
0.0 0.0 0.0
0.0 0.0 0.0
0.0 0.0 0.0
0.0 0.0 0.0
-0.1 0.2 -0.1
0.0 0.0 0.2
0.0 0.0 -0.2
0.0 0.0 0.0
0.1 -0.2 0.1
0.1 0.0 -0.2
0.0 -0.1 0.1
0.0 0.0 0.0
0.0 0.0 0.0
0.0 0.0 0.0
0.0 0.0 0.0
0.0 0.0 0.0

Results
HOMO energy, Ha: -0.1504
Charge: -1
Energy above the lowest of the compared OMol25 structures with the same formula, charge and spin, kcal per mole: 8.45
DFT total energy, eV: -210149.294
Gap between HOMO and LUMO, eV: 3.2
LUMO, eV: -0.89

Question: Number 1 is which compound?
Answer: C39H33GeN7O4SW

Question: Which formula does entry 2 have?
Answer: C39H34BrGaO13PS

Question: Among the records above, which one has the lowest charge?
Answer: C39H34BrGaO13PS

Question: Look up the DFT total energy of the second one.
Answer: -210149.294 eV